w.
{
  "formula": "HPS5",
  "method": "ωB97M-V with the def2-TZVPD basis set",
  "elements": ["P", "S", "S", "S", "S", "S", "H"],
  "xyz": [[-1.153, 0.111, -0.888], [-3.106, -2.694, 0.384], [-1.308, 1.882, 0.225], [-3.284, -1.014, -0.557], [-3.203, 2.393, -0.438], [-4.127, 0.977, 0.673], [-0.071, -0.213, -0.057]],
  "smiles": "S=S1#S#S#S#[PH]1",
  "lumo_energy_ev": [-1.72, -1.72],
  "total_charge": 0,
  "homo_energy_ev": [-8.46, -8.46]
}


x.
{
  "formula": "HPS5",
  "method": "ωB97M-V with the def2-TZVPD basis set",
  "elements": ["P", "S", "S", "S", "S", "S", "H"],
  "xyz": [[-1.210, -0.187, -0.247], [0.064, -1.285, 1.044], [-2.427, -1.450, -1.125], [1.494, 0.185, 1.439], [1.435, 1.564, -1.312], [2.538, 0.384, -0.284], [-1.895, 0.789, 0.484]],
  "lumo_energy_ev": [-2.28, -2.15],
  "total_charge": 0,
  "homo_energy_ev": [-8.41, -9.00]
}


Most favorable structure: x. The second most favorable one is 11.5 kcal/mol above it.


w.
{
  "formula": "CH4N2O3",
  "method": "ωB97M-V with the def2-TZVPD basis set",
  "elements": ["N", "C", "N", "O", "O", "O", "H", "H", "H", "H"],
  "xyz": [[-0.344, 0.056, -0.230], [1.008, 0.388, 0.425], [-1.003, -1.088, 0.219], [-0.265, -0.086, -1.652], [0.844, 1.678, 0.435], [1.791, -0.371, 0.907], [0.252, 0.675, -1.962], [-0.336, 1.425, 0.416], [-0.336, -1.822, 0.447], [-1.610, -0.854, 0.994]],
  "smiles": "NN(O)C(=O)O",
  "lumo_energy_ev": 0.44,
  "total_charge": 0,
  "homo_energy_ev": -10.09
}


x.
{
  "formula": "CH4N2O3",
  "method": "ωB97M-V with the def2-TZVPD basis set",
  "elements": ["C", "N", "N", "O", "O", "O", "H", "H", "H", "H"],
  "xyz": [[0.219, -0.733, -0.368], [-0.022, 0.519, -0.472], [0.662, 1.281, -1.511], [-0.594, 0.116, 2.205], [-0.352, -1.505, 0.609], [-1.232, -0.833, 1.444], [1.055, -1.154, -0.934], [1.182, 0.711, -2.144], [-0.195, 1.753, -1.909], [-0.723, -0.154, 3.081]],
  "smiles": "N/N=C/OOO",
  "lumo_energy_ev": 0.96,
  "total_charge": 0,
  "homo_energy_ev": -9.08
}


y.
{
  "formula": "CH4N2O3",
  "method": "ωB97M-V with the def2-TZVPD basis set",
  "elements": ["C", "H", "H", "H", "H", "N", "N", "O", "O", "O"],
  "xyz": [[0.240, 0.623, -0.346], [-1.892, -0.691, 1.360], [-1.397, 1.364, -0.196], [2.080, -0.022, -0.149], [0.583, -2.222, 0.068], [-1.003, 0.552, 0.194], [1.082, -0.493, -0.438], [-1.746, -0.592, 0.376], [0.764, 1.674, -0.600], [0.813, -1.404, 0.561]],
  "smiles": "O=C(NO)NO",
  "lumo_energy_ev": 0.58,
  "total_charge": 0,
  "homo_energy_ev": -9.99
}


Most favorable structure: y. The second most favorable one is 2.2 kcal/mol above it.


w.
{
  "formula": "C2H5N2",
  "method": "ωB97M-V with the def2-TZVPD basis set",
  "elements": ["C", "C", "N", "N", "H", "H", "H", "H", "H"],
  "xyz": [[-0.051, 0.420, 0.077], [-0.025, -0.782, -0.667], [0.059, -1.668, -1.412], [0.021, 0.709, 1.482], [0.493, 1.170, -0.748], [-1.064, 0.579, -0.284], [0.195, -2.125, -2.288], [-0.503, 1.370, 1.921], [0.876, 0.327, 1.919]],
  "smiles": "[NH+]#CCN",
  "lumo_energy_ev": -5.15,
  "total_charge": 1,
  "homo_energy_ev": -14.70
}


x.
{
  "formula": "C2H5N2",
  "method": "ωB97M-V with the def2-TZVPD basis set",
  "elements": ["C", "C", "N", "N", "H", "H", "H", "H", "H"],
  "xyz": [[2.354, -0.094, 0.778], [-1.139, -0.032, 0.206], [1.663, -0.374, -0.123], [0.868, -0.108, -1.118], [2.915, 0.142, 1.630], [-1.181, -1.038, 0.507], [-0.501, 0.679, 0.827], [-1.779, 0.448, -0.425], [0.708, -0.905, -1.662]],
  "lumo_energy_ev": [-6.77, -6.77],
  "total_charge": 1,
  "homo_energy_ev": [-15.08, -15.08]
}


y.
{
  "formula": "C2H5N2",
  "method": "ωB97M-V with the def2-TZVPD basis set",
  "elements": ["C", "C", "N", "N", "H", "H", "H", "H", "H"],
  "xyz": [[2.197, -0.296, 0.233], [-1.274, -0.203, -0.205], [1.015, 0.218, 0.076], [-0.162, 0.551, 0.220], [3.165, -0.299, -0.324], [-1.781, -0.687, 0.674], [-2.034, 0.371, -0.750], [-0.737, -0.980, -0.849], [-0.389, 1.325, 0.924]],
  "smiles": "C#[N+]NC",
  "lumo_energy_ev": -5.62,
  "total_charge": 1,
  "homo_energy_ev": -15.56
}


Most favorable structure: w. The second most favorable one is 35.1 kcal/mol above it.


w.
{
  "formula": "C9H13N2O",
  "method": "ωB97M-V with the def2-TZVPD basis set",
  "elements": ["C", "C", "C", "C", "C", "C", "C", "C", "C", "N", "N", "O", "H", "H", "H", "H", "H", "H", "H", "H", "H", "H", "H", "H", "H"],
  "xyz": [[-2.301, -3.288, -0.363], [-1.597, -2.282, -0.267], [-2.228, 0.411, 0.748], [0.092, -0.435, 1.790], [-1.587, 1.564, -1.385], [-0.224, 1.711, -0.657], [1.233, 0.048, 0.871], [-0.850, -0.192, 0.721], [2.260, -1.093, 0.656], [-2.507, 1.116, -0.418], [0.202, 0.343, -0.223], [-3.022, 0.364, 1.699], [-2.505, -4.306, -0.674], [-0.118, -1.281, 2.385], [-0.115, 0.364, 2.485], [-1.807, 2.441, -1.870], [-1.571, 0.885, -2.314], [0.583, 2.110, -1.290], [-0.377, 2.355, 0.243], [1.642, 0.848, 1.410], [2.248, -1.725, 1.567], [3.331, -0.635, 0.619], [2.187, -1.726, -0.143], [-3.443, 1.494, -0.501], [0.471, -0.179, -1.103]],
  "lumo_energy_ev": [-5.78, -5.78],
  "total_charge": 1,
  "homo_energy_ev": [-13.40, -13.40]
}


x.
{
  "formula": "C9H13N2O",
  "method": "ωB97M-V with the def2-TZVPD basis set",
  "elements": ["C", "C", "C", "C", "C", "C", "C", "C", "C", "N", "N", "O", "H", "H", "H", "H", "H", "H", "H", "H", "H", "H", "H", "H", "H"],
  "xyz": [[-4.167, -0.575, -0.263], [-3.484, 0.625, -0.270], [-3.245, -1.509, 0.014], [-2.173, 0.312, -0.119], [0.541, -0.178, 0.881], [1.658, -0.918, 0.552], [-1.125, 1.293, -0.025], [1.093, 2.125, 0.367], [3.778, -1.363, -0.556], [0.099, 1.020, 0.405], [2.556, -0.619, -0.324], [-1.991, -1.022, 0.015], [-5.254, -0.532, -0.342], [-3.938, 1.603, -0.595], [-3.181, -2.605, -0.113], [-0.214, -0.767, 1.324], [1.665, -1.953, 0.760], [-1.388, 2.297, -0.154], [1.130, 2.497, 1.342], [1.991, 1.748, -0.026], [0.641, 2.872, -0.232], [3.636, -2.248, -1.105], [4.559, -0.596, -0.922], [4.335, -1.612, 0.328], [2.476, 0.106, -0.941]],
  "smiles": "CN/C=C\\[N+](C)=C/c1ccco1",
  "lumo_energy_ev": [-4.38, -4.38],
  "total_charge": 1,
  "homo_energy_ev": [-11.49, -11.49]
}


Most favorable structure: x. The second most favorable one is 115.2 kcal/mol above it.


w.
{
  "formula": "CHCl2NO",
  "method": "ωB97M-V with the def2-TZVPD basis set",
  "elements": ["C", "N", "O", "Cl", "Cl", "H"],
  "xyz": [[0.978, -1.015, 1.143], [0.181, -1.413, 1.861], [-1.712, 0.124, 0.961], [1.650, -0.823, -0.162], [-3.330, 0.518, 0.711], [-1.115, 0.532, 1.976]],
  "lumo_energy_ev": -0.15,
  "total_charge": 0,
  "homo_energy_ev": -10.05
}


x.
{
  "formula": "CHCl2NO",
  "method": "ωB97M-V with the def2-TZVPD basis set",
  "elements": ["C", "N", "O", "Cl", "Cl", "H"],
  "xyz": [[0.190, 0.717, 0.317], [0.213, 0.931, -1.805], [0.379, 1.511, -0.651], [0.262, 1.349, 1.890], [0.563, 2.032, -3.059], [-0.079, -0.318, 0.177]],
  "lumo_energy_ev": [-0.01, -0.39],
  "total_charge": 0,
  "homo_energy_ev": [-8.98, -8.12]
}


Most favorable structure: w. The second most favorable one is 3.8 kcal/mol above it.


w.
{
  "formula": "C25H33N5O3",
  "method": "ωB97M-V with the def2-TZVPD basis set",
  "elements": ["C", "C", "C", "N", "C", "C", "N", "C", "C", "H", "H", "H", "H", "C", "C", "C", "N", "C", "O", "C", "N", "C", "O", "C", "C", "C", "C", "N", "C", "O", "C", "C", "C", "C", "C", "C", "H", "C", "H", "H", "H", "H", "H", "H", "H", "H", "H", "H", "H", "H", "H", "H", "H", "H", "H", "H", "H", "H", "H", "H", "H", "H", "H", "H", "H", "H"],
  "xyz": [[-5.349, -1.512, -1.442], [-4.091, -2.250, -1.001], [-2.853, -1.380, -1.207], [-1.607, -2.116, -1.073], [-1.369, -2.606, 0.272], [-0.087, -3.428, 0.307], [1.059, -2.626, -0.096], [0.810, -2.103, -1.429], [-0.478, -1.292, -1.457], [-0.640, -0.910, -2.467], [-0.373, -0.427, -0.778], [1.637, -1.454, -1.722], [0.727, -2.924, -2.164], [2.274, -3.429, -0.055], [3.562, -2.609, -0.088], [3.771, -1.771, 1.174], [2.907, -0.617, 1.237], [3.406, 0.628, 1.180], [4.585, 0.874, 1.009], [2.412, 1.773, 1.398], [1.042, 1.565, 0.967], [0.174, 1.104, 1.915], [0.589, 0.761, 3.011], [-1.286, 1.035, 1.644], [-2.025, 0.172, 2.453], [-3.407, 0.166, 2.388], [-4.013, 1.066, 1.527], [-3.333, 1.896, 0.759], [-2.012, 1.889, 0.802], [-1.436, 2.815, -0.002], [-0.419, 2.391, -0.841], [-0.613, 2.619, -2.197], [0.361, 2.288, -3.116], [1.550, 1.707, -2.694], [1.734, 1.476, -1.341], [0.763, 1.801, -0.394], [2.660, 1.033, -1.011], [2.609, 1.319, -3.680], [3.573, 1.205, -3.192], [2.348, 0.371, -4.151], [2.696, 2.067, -4.465], [0.198, 2.484, -4.165], [-1.538, 3.083, -2.500], [-5.089, 1.134, 1.440], [-3.992, -0.502, 2.999], [-1.490, -0.464, 3.144], [2.386, 1.948, 2.480], [2.812, 2.662, 0.906], [1.919, -0.793, 1.338], [3.606, -2.392, 2.060], [4.794, -1.386, 1.194], [4.397, -3.306, -0.176], [3.583, -1.956, -0.961], [2.288, -4.155, -0.888], [2.260, -4.001, 0.878], [0.080, -3.788, 1.325], [-0.211, -4.300, -0.358], [-2.200, -3.245, 0.573], [-1.286, -1.772, 0.991], [-2.891, -0.519, -0.517], [-2.875, -0.985, -2.227], [-3.973, -3.168, -1.578], [-4.189, -2.519, 0.052], [-5.447, -0.575, -0.898], [-5.307, -1.286, -2.505], [-6.232, -2.117, -1.253]],
  "smiles": "CCCN1CCN(CCCNC(=O)CN2C(=O)c3cccnc3Oc3ccc(C)cc32)CC1",
  "lumo_energy_ev": 0.12,
  "total_charge": 0,
  "homo_energy_ev": -8.59
}


x.
{
  "formula": "C25H33N5O3",
  "method": "ωB97M-V with the def2-TZVPD basis set",
  "elements": ["N", "O", "O", "C", "N", "O", "C", "C", "C", "C", "C", "C", "C", "C", "C", "C", "C", "C", "C", "N", "N", "N", "C", "C", "C", "C", "C", "C", "C", "C", "C", "C", "C", "H", "H", "H", "H", "H", "H", "H", "H", "H", "H", "H", "H", "H", "H", "H", "H", "H", "H", "H", "H", "H", "H", "H", "H", "H", "H", "H", "H", "H", "H", "H", "H", "H"],
  "xyz": [[2.209, 0.420, -0.842], [1.796, 2.181, 5.790], [3.190, 3.029, 2.515], [1.530, 0.430, -1.789], [0.542, 1.184, -5.237], [-1.220, -0.747, -1.956], [1.278, 1.110, 5.516], [2.974, 1.928, 3.011], [-0.162, -3.990, -2.262], [0.258, -2.704, -2.000], [1.203, 1.039, -4.107], [-2.714, 0.389, -6.624], [-3.322, -0.269, -5.553], [0.710, 0.432, -2.960], [-1.407, 0.865, -6.486], [-2.626, -0.449, -4.352], [-0.583, -0.121, -3.011], [-0.701, 0.696, -5.293], [-1.308, 0.033, -4.206], [2.432, 1.605, -4.201], [4.021, 1.241, 3.487], [1.150, 0.635, 4.275], [0.733, 0.238, 6.623], [4.072, -0.141, 3.964], [-1.943, 2.994, 2.211], [-1.123, 0.772, 1.496], [-1.450, -4.550, -1.712], [-0.537, -1.731, -1.152], [-2.381, -3.456, -1.178], [-1.597, -2.461, -0.319], [-0.990, 1.854, 2.571], [0.449, 2.391, 2.685], [1.533, 1.345, 3.040], [0.461, -4.629, -2.883], [1.201, -2.374, -2.423], [-3.253, 0.531, -7.557], [-4.337, -0.642, -5.651], [-0.915, 1.376, -7.307], [-3.122, -0.962, -3.533], [2.514, 2.177, -5.034], [2.826, 1.957, -3.334], [4.887, 1.756, 3.458], [0.704, -0.260, 4.173], [0.987, 0.688, 7.583], [1.172, -0.754, 6.559], [-0.349, 0.176, 6.528], [5.088, -0.525, 3.864], [3.786, -0.179, 5.017], [3.403, -0.771, 3.376], [-1.673, 3.416, 1.243], [-2.967, 2.623, 2.168], [-1.885, 3.774, 2.970], [-0.553, -0.111, 1.779], [-0.758, 1.149, 0.540], [-2.170, 0.487, 1.388], [-1.211, -5.251, -0.906], [-1.970, -5.108, -2.496], [0.131, -1.242, -0.439], [-3.180, -3.912, -0.585], [-2.850, -2.929, -2.016], [-2.283, -1.731, 0.121], [-1.111, -2.997, 0.503], [-1.305, 1.437, 3.528], [0.467, 3.173, 3.447], [0.715, 2.856, 1.735], [1.535, 0.607, 2.238]],
  "smiles": "N#Cc1c(N)nc2ccccc2c1O[C@@H]1C=CCCC1.CNC(=O)[C@H](CC(C)C)NC(C)=O",
  "lumo_energy_ev": -0.32,
  "total_charge": 0,
  "homo_energy_ev": -8.33
}


Most favorable structure: w. The second most favorable one is 14.8 kcal/mol above it.